[1]
DFT (ωB97M-V/def2-TZVPD) results for a structure of composition C61H58N7O8ReS in a non-equilibrium geometry.

Electronic energy   -3820.68969 hartree
LUMO (spin up / spin down)   -3.339 / -3.434 eV
<S²>   0.888
Frontier orbital gap (spin up / spin down)   5.8 / 5.2 eV

```
! wB97M-V def2-TZVPD RIJCOSX def2/J DEFGRID3
* xyz 1 2
Re 0.657 -1.525 -0.569
C -3.868 4.240 -8.751
O -2.474 4.024 -8.599
C -2.071 3.118 -7.680
C -0.698 2.874 -7.621
C -0.194 1.981 -6.704
C -1.032 1.291 -5.816
C -2.396 1.551 -5.884
C -2.921 2.448 -6.807
C -0.405 0.353 -4.855
C 0.753 0.906 -4.123
C 0.929 2.233 -3.717
C 1.757 2.223 -2.584
C 2.091 0.894 -2.319
N 1.539 0.158 -3.324
C 2.553 0.071 -1.216
C 2.868 -0.480 1.192
C 3.572 -0.726 2.396
C 2.832 -1.646 3.100
C 1.672 -1.940 2.320
C 0.567 -2.726 2.625
C 0.609 -3.512 3.886
C 0.743 -2.888 5.129
C 0.777 -3.629 6.291
C 0.689 -5.021 6.241
O 0.707 -5.658 7.432
C 0.672 -7.077 7.427
C 0.592 -5.659 5.008
C 0.539 -4.898 3.846
C -0.616 -2.841 1.853
N -0.834 -2.335 0.567
C -2.111 -2.628 0.227
C -2.780 -2.354 -1.051
C -4.260 -2.568 -1.029
C -4.828 -3.757 -1.454
C -6.210 -3.933 -1.471
C -7.037 -2.897 -1.052
O -8.389 -2.957 -1.025
C -9.003 -4.180 -1.403
C -6.471 -1.694 -0.622
C -5.101 -1.537 -0.611
C -2.220 -1.942 -2.202
C -2.939 -1.779 -3.477
C -2.367 -1.209 -4.548
C -0.955 -0.821 -4.457
N -0.826 -1.524 -2.243
C -2.748 -3.290 1.300
C -1.818 -3.432 2.303
N 1.764 -1.215 1.136
C 5.187 0.352 -1.168
C 5.320 1.247 -2.221
C 5.970 0.861 -3.376
C 6.494 -0.427 -3.489
O 7.104 -0.718 -4.667
C 7.735 -1.980 -4.789
C 6.377 -1.315 -2.424
C 5.721 -0.916 -1.263
H -3.973 4.974 -9.543
H -4.312 4.633 -7.834
H -4.379 3.319 -9.042
H -0.049 3.403 -8.306
H 0.872 1.793 -6.681
H -3.074 1.095 -5.177
H -3.986 2.626 -6.821
H 0.436 3.088 -4.148
H 2.040 3.091 -2.016
H 4.505 -0.267 2.680
H 3.064 -2.059 4.068
H 0.797 -1.808 5.180
H 0.869 -3.152 7.258
H 0.685 -7.380 8.469
H 1.545 -7.490 6.918
H -0.238 -7.449 6.953
H 0.555 -6.736 4.937
H 0.456 -5.400 2.889
H -4.187 -4.567 -1.785
H -6.619 -4.870 -1.818
H -10.069 -4.036 -1.260
H -8.662 -5.003 -0.771
H -8.804 -4.416 -2.450
H -7.134 -0.898 -0.310
H -4.673 -0.594 -0.285
H -3.968 -2.103 -3.517
H -2.944 -1.034 -5.446
H -3.772 -3.625 1.301
H -1.964 -3.882 3.270
H 4.927 2.251 -2.120
H 6.094 1.545 -4.205
H 8.249 -1.969 -5.745
H 7.002 -2.791 -4.783
H 8.462 -2.141 -3.990
H 6.797 -2.308 -2.482
H 5.634 -1.593 -0.423
N 1.570 -3.424 -0.859
C 1.601 -3.866 -2.276
C 0.179 -4.018 -2.824
C -0.172 -3.094 -3.980
N -0.228 -1.690 -3.554
H 2.515 -3.249 -0.523
H 1.140 -4.137 -0.276
H 2.134 -4.815 -2.362
H 2.167 -3.115 -2.825
H -0.524 -3.855 -2.005
H 0.019 -5.039 -3.175
H -1.114 -3.437 -4.417
H 0.589 -3.146 -4.762
H -0.891 -0.501 -2.172
H 1.587 -0.845 -3.355
C -3.966 1.699 5.410
C -3.296 1.715 4.063
C -3.175 2.912 3.352
C -2.556 2.951 2.120
C -2.045 1.772 1.580
C -2.159 0.571 2.262
C -2.787 0.551 3.501
S -1.215 1.850 0.032
O -0.852 0.486 -0.325
O -1.970 2.648 -0.877
N 0.198 2.603 0.311
C 1.140 1.813 1.093
C 2.589 1.901 0.617
C 3.143 0.557 0.125
O 4.559 0.753 0.002
O 2.589 -1.201 -1.427
H -3.509 2.430 6.077
H -3.898 0.716 5.872
H -5.023 1.956 5.317
H -3.577 3.824 3.776
H -2.480 3.881 1.570
H -1.764 -0.334 1.825
H -2.882 -0.391 4.028
H 0.094 3.592 0.496
H 0.792 0.798 0.959
H 1.080 2.027 2.163
H 3.209 2.231 1.451
H 2.735 2.620 -0.186
*
```

Mulliken atomic charge list, values in e, 4 entries: atom 1 (Re): 1.85, atom 2 (C): -0.84, atom 3 (O): -0.46, atom 4 (C): 0.93

[2]
DFT (ωB97M-V/def2-TZVPD) results for a structure of composition C56H139MnO29 in a non-equilibrium geometry.

Electronic energy   -5549.19622 hartree
LUMO (spin up / spin down)   1.896 / 1.896 eV
<S²>   8.754
Frontier orbital gap (spin up / spin down)   6.5 / 6.7 eV

```
! wB97M-V def2-TZVPD RIJCOSX def2/J DEFGRID3
* xyz -1 6
Mn -0.175 1.242 -2.673
C 0.929 0.405 -6.798
C 1.708 0.292 -5.488
O 1.092 0.790 -4.347
H 1.472 0.082 -7.685
H 0.533 1.364 -7.133
H 0.087 -0.287 -6.781
H 2.624 0.799 -5.788
H 2.068 -0.723 -5.317
O -1.323 -0.290 -1.691
C -1.001 -0.085 -0.305
C 0.416 0.564 0.058
O 0.878 1.563 -0.819
H -1.099 -1.103 0.070
H -1.886 0.404 0.103
H 1.205 -0.187 0.098
H 0.362 0.911 1.090
C 1.206 -5.904 4.306
O 0.000 -6.091 3.532
C -1.206 -5.945 4.280
C -1.657 -4.560 4.824
O -3.009 -4.820 5.321
C -3.686 -3.624 5.816
H 1.304 -4.922 4.769
H 1.958 -5.978 3.520
H 1.377 -6.714 5.015
H -1.144 -6.666 5.095
H -1.952 -6.385 3.618
H -1.622 -3.754 4.091
H -1.035 -4.258 5.667
H -4.595 -3.942 6.327
H -4.057 -2.879 5.112
H -3.114 -3.091 6.575
C -4.380 2.218 2.133
O -5.284 3.140 1.626
C -5.818 2.870 0.245
C -7.117 3.635 0.062
O -6.893 4.888 -0.656
C -6.196 5.943 0.116
H -4.083 2.633 3.096
H -3.468 2.105 1.546
H -4.948 1.301 2.292
H -6.030 1.804 0.159
H -5.087 3.159 -0.511
H -7.599 3.892 1.005
H -7.832 3.027 -0.491
H -5.132 5.872 -0.111
H -6.217 5.868 1.204
H -6.542 6.912 -0.243
C 0.196 4.516 -3.541
O -0.416 3.474 -2.767
C -1.811 3.649 -2.658
C -2.514 2.939 -3.797
O -1.946 1.624 -3.965
C -2.685 0.788 -4.878
H 1.258 4.697 -3.375
H -0.316 5.438 -3.266
H 0.122 4.491 -4.628
H -2.072 4.707 -2.700
H -2.135 3.349 -1.662
H -2.439 3.593 -4.666
H -3.543 2.915 -3.439
H -3.118 1.242 -5.770
H -3.414 0.310 -4.224
H -2.079 -0.063 -5.190
C -0.567 -4.343 0.690
O -1.532 -5.231 0.184
C -1.584 -5.358 -1.283
C -1.752 -4.054 -1.983
O -2.520 -4.134 -3.242
C -2.990 -2.811 -3.570
H -0.472 -4.606 1.743
H -0.943 -3.320 0.711
H 0.441 -4.339 0.273
H -2.346 -6.091 -1.548
H -0.698 -5.839 -1.697
H -0.791 -3.581 -2.188
H -2.176 -3.378 -1.241
H -3.740 -2.631 -2.800
H -3.558 -2.870 -4.499
H -2.219 -2.046 -3.662
C 8.190 -3.954 -2.920
O 6.823 -3.949 -3.401
C 5.854 -4.445 -2.450
C 4.492 -3.838 -2.721
O 4.102 -2.911 -1.753
C 2.871 -2.144 -2.036
H 8.919 -3.919 -3.729
H 8.301 -4.906 -2.400
H 8.382 -3.159 -2.199
H 6.223 -4.160 -1.465
H 5.806 -5.525 -2.587
H 3.729 -4.566 -2.446
H 4.436 -3.391 -3.713
H 1.990 -2.759 -2.218
H 2.965 -1.701 -3.027
H 2.733 -1.295 -1.366
C 4.634 5.457 -0.801
O 4.998 4.111 -0.467
C 3.841 3.513 0.266
C 4.175 2.086 0.876
O 5.176 1.395 0.151
C 5.337 0.083 0.708
H 4.805 6.167 0.007
H 3.670 5.625 -1.282
H 5.286 5.824 -1.594
H 3.078 3.336 -0.493
H 3.467 4.232 0.995
H 3.284 1.459 0.857
H 4.355 2.116 1.950
H 4.487 -0.569 0.506
H 5.411 -0.056 1.786
H 6.137 -0.403 0.150
C 3.479 -0.214 4.050
O 3.378 -0.690 2.766
C 2.489 -1.806 2.637
C 3.010 -3.128 3.238
O 4.366 -3.405 2.732
C 4.533 -3.689 1.377
H 4.339 0.434 3.874
H 3.911 -0.888 4.790
H 2.652 0.417 4.376
H 2.471 -1.973 1.560
H 1.545 -1.521 3.102
H 2.332 -3.981 3.265
H 3.122 -2.931 4.305
H 5.349 -4.368 1.129
H 4.645 -2.787 0.775
H 3.671 -4.274 1.055
C 0.999 7.113 6.122
O 1.427 6.350 5.051
C 0.649 5.124 4.903
C 0.750 4.344 3.638
O 0.112 4.921 2.477
C -0.195 3.935 1.361
H 0.112 7.712 5.914
H 1.840 7.762 6.366
H 0.665 6.537 6.985
H -0.365 5.319 5.250
H 1.125 4.530 5.683
H 0.450 3.315 3.839
H 1.782 4.336 3.285
H -0.553 4.490 0.494
H -0.779 3.086 1.716
H 0.791 3.588 1.050
C -5.538 -0.639 -0.983
O -6.354 -0.402 0.077
C -6.695 -1.647 0.738
C -7.584 -1.177 1.860
O -8.919 -1.145 1.437
C -9.365 0.159 1.071
H -4.701 -1.242 -0.631
H -5.238 0.356 -1.312
H -5.967 -1.043 -1.900
H -5.742 -2.030 1.104
H -7.268 -2.326 0.106
H -7.233 -0.305 2.412
H -7.703 -1.909 2.658
H -9.299 0.769 1.971
H -10.300 0.065 0.518
H -8.817 0.577 0.227
C 9.157 0.349 -1.612
O 7.768 0.698 -1.583
C 7.110 0.024 -2.706
C 5.616 0.353 -2.711
O 5.379 1.746 -2.475
C 4.031 2.185 -2.931
H 9.338 -0.723 -1.701
H 9.613 0.569 -0.647
H 9.634 0.874 -2.439
H 7.268 -1.054 -2.655
H 7.669 0.252 -3.613
H 5.182 -0.389 -2.041
H 5.244 0.171 -3.719
H 3.355 1.517 -2.398
H 3.928 1.932 -3.987
H 3.895 3.253 -2.763
C -7.307 -6.941 -0.622
O -6.026 -6.753 -1.227
C -5.433 -5.431 -1.166
C -5.014 -5.131 0.342
O -6.050 -4.748 1.249
C -5.641 -4.643 2.659
H -8.008 -6.412 -1.266
H -7.327 -6.510 0.379
H -7.544 -8.003 -0.551
H -6.207 -4.715 -1.445
H -4.647 -5.366 -1.918
H -4.091 -4.555 0.274
H -4.622 -6.100 0.649
H -5.763 -5.675 2.989
H -6.343 -4.110 3.300
H -4.621 -4.266 2.731
C 3.358 8.417 -3.960
O 4.454 7.830 -3.285
C 5.333 7.117 -4.116
C 4.893 6.156 -5.261
O 3.870 5.392 -4.693
C 3.467 4.300 -5.410
H 2.751 7.737 -4.558
H 3.584 9.169 -4.716
H 2.723 8.981 -3.278
H 5.938 6.437 -3.518
H 5.932 7.841 -4.668
H 5.725 5.489 -5.488
H 4.511 6.753 -6.089
H 4.246 3.538 -5.379
H 3.202 4.493 -6.450
H 2.652 3.824 -4.865
C -0.177 -2.055 7.213
O -0.398 -1.826 5.801
C -0.751 -0.467 5.449
C -1.226 -0.338 3.962
O -2.440 -1.149 3.850
C -2.995 -1.381 2.505
H 0.315 -3.020 7.336
H -1.089 -1.935 7.798
H 0.561 -1.317 7.524
H 0.105 0.162 5.692
H -1.564 -0.101 6.077
H -0.498 -0.540 3.177
H -1.572 0.641 3.630
H -2.462 -2.194 2.011
H -3.014 -0.500 1.865
H -3.983 -1.839 2.448
*
```

Mulliken atomic charge list, values in e, 4 entries: atom 1 (Mn): 0.18, atom 2 (C): -1.24, atom 3 (C): -0.40, atom 4 (O): -0.14

[3]
DFT (ωB97M-V/def2-TZVPD) results for a cluster of 3 separate species, C22H50Cl2N8O3P2 in total in a non-equilibrium geometry.

Electronic energy   -3134.96421 hartree
LUMO   0.042 eV
Relative energy (zero: lowest compared OMol25 entry of this formula, charge and spin)   0.0 kJ/mol
SMILES string   C[C@@H](Cl)[C@@H](Cl)[C@@H](C#N)[C@H](C#N)CCCO.CN(C)P(=O)(N(C)C)N(C)C.CN(C)P(=O)(N(C)C)N(C)C
Frontier orbital gap   8.0 eV

```
! wB97M-V def2-TZVPD RIJCOSX def2/J DEFGRID3
* xyz 0 1
C -3.690 -1.084 2.193
C -4.282 -0.932 0.791
Cl -3.737 0.595 0.041
C -4.029 -2.139 -0.161
Cl -2.622 -3.102 0.372
C -5.301 -2.982 -0.378
C -4.943 -4.088 -1.284
N -4.714 -4.991 -1.975
C -5.951 -3.508 0.923
C -5.270 -4.766 1.296
N -4.760 -5.708 1.742
C -7.447 -3.865 0.768
C -8.295 -2.788 0.091
C -8.239 -1.414 0.788
O -9.488 -0.752 0.664
H -3.937 -2.050 2.623
H -4.129 -0.300 2.808
H -2.616 -0.936 2.153
H -5.361 -0.878 0.932
H -3.750 -1.702 -1.116
H -5.975 -2.346 -0.951
H -5.846 -2.793 1.733
H -7.551 -4.827 0.270
H -7.847 -3.995 1.775
H -8.120 -2.710 -0.981
H -9.333 -3.118 0.175
H -8.022 -1.525 1.855
H -7.521 -0.793 0.258
H -10.165 -1.304 1.058
O 1.886 0.044 -1.182
P 1.658 0.373 -2.641
N 0.751 1.822 -2.457
C -0.281 2.304 -3.345
C 1.560 2.943 -1.984
N 0.631 -1.010 -2.998
C -0.817 -0.889 -2.926
C 1.017 -2.215 -2.258
N 2.001 0.640 -4.369
C 1.318 -0.050 -5.448
C 3.462 0.552 -4.603
H 0.115 2.712 -4.288
H -0.838 3.104 -2.852
H -1.020 1.545 -3.584
H 2.196 3.347 -2.787
H 2.206 2.632 -1.161
H 0.928 3.746 -1.605
H -1.150 -0.396 -2.001
H -1.286 -1.874 -2.972
H -1.227 -0.358 -3.786
H 0.642 -2.210 -1.229
H 2.101 -2.323 -2.217
H 0.619 -3.099 -2.761
H 1.418 -1.137 -5.408
H 1.739 0.290 -6.398
H 0.263 0.217 -5.487
H 3.830 -0.476 -4.503
H 3.996 1.174 -3.875
H 3.726 0.924 -5.594
O 3.554 3.909 2.526
P 4.522 2.805 2.896
N 5.720 3.082 1.690
C 6.561 2.081 1.076
C 6.489 4.300 1.924
N 3.466 1.463 2.499
C 3.532 0.834 1.183
C 2.057 1.737 2.791
N 5.572 1.761 3.891
C 5.467 0.315 3.936
C 5.608 2.276 5.280
H 7.361 1.720 1.741
H 7.039 2.505 0.189
H 5.999 1.223 0.718
H 7.221 4.165 2.736
H 5.827 5.124 2.194
H 7.024 4.600 1.022
H 3.532 1.567 0.369
H 2.686 0.168 1.032
H 4.404 0.184 1.085
H 1.577 2.335 2.009
H 1.946 2.272 3.735
H 1.510 0.795 2.881
H 4.488 -0.045 4.262
H 6.215 -0.065 4.638
H 5.717 -0.134 2.976
H 4.655 2.118 5.798
H 5.817 3.351 5.277
H 6.402 1.799 5.856
*
```

Mulliken atomic charge list, values in e, 4 entries: atom 1 (C): -1.58, atom 2 (C): 0.72, atom 3 (Cl): -0.17, atom 4 (C): -0.35

[4]
DFT (ωB97M-V/def2-TZVPD) results for a cluster of 2 separate species, C9H14 in total in a non-equilibrium geometry.

Electronic energy   -351.26754 hartree
LUMO   1.054 eV
Relative energy (zero: lowest compared OMol25 entry of this formula, charge and spin)   164.5 kJ/mol
SMILES string   Cc1ccccc1.CC
Frontier orbital gap   10.0 eV

```
! wB97M-V def2-TZVPD RIJCOSX def2/J DEFGRID3
* xyz 0 1
C -0.867 1.778 -1.078
C -0.163 -2.460 -1.864
C 0.038 -1.512 -2.926
C -0.497 -1.984 -0.577
C -0.297 -0.205 -2.578
C -0.617 -0.642 -0.205
C -0.555 0.264 -1.226
H -0.111 -3.481 -2.237
H 0.552 -1.927 -3.768
H -0.619 -2.807 0.138
H -0.081 0.610 -3.311
H -0.863 -0.413 0.804
H -1.881 1.996 -0.832
H -0.698 2.498 -1.931
H -0.214 2.290 -0.372
C 0.855 1.493 2.818
C 0.886 0.024 2.663
H 0.810 1.668 3.908
H 1.789 1.913 2.570
H -0.074 1.973 2.156
H -0.161 -0.318 2.499
H 1.448 -0.313 1.807
H 1.321 -0.446 3.542
*
```

natural (NBO) atomic charge list, values in e, 4 entries: atom 1 (C): -0.65, atom 2 (C): -0.22, atom 3 (C): -0.21, atom 4 (C): -0.20

[5]
DFT (ωB97M-V/def2-TZVPD) results for the ion C3HF3IO2 with charge -1 in a non-equilibrium geometry.

Electronic energy   -862.73754 hartree
LUMO   2.880 eV
Relative energy (zero: lowest compared OMol25 entry of this formula, charge and spin)   97.4 kJ/mol
SMILES string   O=C([O-])[C@H](I)C(F)(F)F
Frontier orbital gap   7.6 eV

```
! wB97M-V def2-TZVPD RIJCOSX def2/J DEFGRID3
* xyz -1 1
C -0.649 -0.216 1.492
C -0.711 -0.033 -0.178
C 1.022 0.304 -0.696
O -0.276 -1.333 1.869
O -1.121 0.831 1.993
F 1.881 -0.665 -0.451
F 1.078 0.312 -2.030
F 1.324 1.561 -0.195
I -1.170 -1.708 -1.386
H -1.378 0.946 -0.418
*
```

natural (NBO) atomic charge list, values in e, 4 entries: atom 1 (C): 0.77, atom 2 (C): -0.57, atom 3 (C): 0.98, atom 4 (O): -0.73

[6]
DFT (ωB97M-V/def2-TZVPD) results for a cluster of 3 separate species, C3H12O3 in total in a non-equilibrium geometry.

Electronic energy   -347.20018 hartree
LUMO   0.590 eV
Relative energy (zero: lowest compared OMol25 entry of this formula, charge and spin)   22.0 kJ/mol
SMILES string   CCCO.O.O
Frontier orbital gap   11.2 eV

```
! wB97M-V def2-TZVPD RIJCOSX def2/J DEFGRID3
* xyz 0 1
C -1.685 -0.160 0.060
O -1.004 0.192 -1.122
C -1.311 0.777 1.210
C 0.130 0.587 1.641
H -2.764 -0.284 -0.107
H -1.409 -1.202 0.263
H -1.298 0.914 -1.683
H -1.569 1.752 0.782
H -1.978 0.672 2.067
H 0.864 1.029 0.962
H 0.352 1.016 2.618
H 0.344 -0.480 1.667
H 1.897 -2.409 -1.910
H 2.189 -1.457 -0.773
O 2.090 -2.404 -0.970
H 0.919 0.396 -1.588
H 2.382 0.838 -1.302
O 1.850 0.223 -1.815
*
```

natural (NBO) atomic charge list, values in e, 4 entries: atom 1 (C): -0.06, atom 2 (O): -0.77, atom 3 (C): -0.43, atom 4 (C): -0.61

What is the electronic energy in the fourth record?
-351.26754 hartree